No. 1
A structure of composition C22H48O18PS5Tl. Source: OMol25; level of theory: the ωB97M-V functional and the def2-TZVPD basis.

Each line ends with the Löwdin charge.
Cartesian coordinates (Å):
Tl: 1.403 3.035 0.017  1.11
P: 0.266 0.074 -0.387  -0.04
O: 1.586 0.286 -1.174  -0.17
O: -0.584 1.229 -0.966  -0.15
O: 0.525 0.655 1.021  -0.25
O: -0.289 -1.332 -0.495  -0.28
C: 3.308 -2.486 -3.362  -0.01
C: 1.818 -2.801 -3.513  -0.30
C: 0.718 -1.739 -3.513  -0.12
O: 0.189 -1.794 -4.820  0.05
C: 0.639 -2.919 -5.471  -0.55
O: 0.290 -3.176 -6.563  0.19
O: 1.532 -3.552 -4.691  0.10
H: 3.717 -2.417 -4.378  0.09
H: 3.830 -3.289 -2.848  0.08
H: 3.567 -1.519 -2.929  0.07
H: 1.712 -3.532 -2.705  0.13
H: 1.058 -0.761 -3.196  0.11
H: 0.033 -2.160 -2.778  0.09
C: 1.677 -3.075 2.886  0.00
C: 1.100 -3.640 1.586  -0.33
C: 2.032 -3.608 0.411  -0.09
O: 2.340 -4.988 0.167  0.07
C: 1.465 -5.773 0.788  -0.54
O: 1.261 -6.926 0.618  0.17
O: 0.740 -5.027 1.745  0.06
H: 0.858 -2.935 3.593  0.07
H: 2.218 -2.141 2.739  0.07
H: 2.348 -3.795 3.358  0.09
H: 0.208 -3.113 1.245  0.11
H: 2.989 -3.091 0.489  0.13
H: 1.547 -3.273 -0.509  0.11
C: -3.773 -0.411 -1.257  -0.02
C: -2.935 -0.624 -2.494  -0.29
C: -2.640 -2.096 -2.802  -0.07
O: -3.726 -2.455 -3.669  0.08
C: -4.268 -1.347 -4.202  -0.59
O: -5.093 -1.350 -5.069  0.15
O: -3.809 -0.250 -3.602  0.07
H: -4.078 0.633 -1.176  0.08
H: -3.229 -0.638 -0.336  0.03
H: -4.636 -1.076 -1.231  0.10
H: -2.022 -0.046 -2.594  0.12
H: -2.530 -2.718 -1.920  0.14
H: -1.767 -2.159 -3.455  0.11
C: 4.660 -0.097 0.040  -0.24
S: 5.353 1.496 0.684  0.88
O: 4.358 2.566 0.299  -0.64
C: 5.117 1.070 2.461  -0.26
H: 3.572 -0.043 -0.041  0.02
H: 4.982 -0.969 0.606  0.05
H: 4.980 -0.191 -1.000  0.04
H: 5.973 0.523 2.849  0.05
H: 4.169 0.566 2.653  0.04
H: 5.004 2.000 3.021  0.02
C: -1.204 5.537 -4.088  -0.25
S: -0.636 3.883 -3.604  0.87
O: -0.079 4.028 -2.221  -0.69
C: -2.348 3.230 -3.315  -0.23
H: -2.093 5.410 -4.704  0.05
H: -0.421 6.021 -4.667  0.05
H: -1.422 6.078 -3.170  0.06
H: -2.763 3.049 -4.309  0.06
H: -2.971 3.938 -2.772  0.06
H: -2.270 2.289 -2.780  0.01
C: -1.876 -0.594 2.871  -0.23
S: -3.416 -1.454 2.328  0.83
O: -4.198 -1.595 3.612  -0.57
C: -2.659 -3.077 1.998  -0.25
H: -2.288 0.370 3.159  0.02
H: -1.134 -0.533 2.080  0.01
H: -1.534 -1.159 3.736  0.06
H: -2.303 -2.818 0.988  0.02
H: -3.296 -3.941 1.813  0.06
H: -1.891 -3.393 2.698  0.05
C: -2.523 3.709 3.557  -0.25
S: -1.958 4.080 1.897  0.86
O: -0.449 3.964 1.790  -0.66
C: -2.646 2.701 0.945  -0.23
H: -3.611 3.658 3.573  0.06
H: -2.234 4.499 4.250  0.06
H: -2.080 2.788 3.946  0.04
H: -3.696 2.610 1.236  0.07
H: -2.134 1.834 1.356  0.03
H: -2.537 2.891 -0.114  0.04
C: 1.103 1.615 4.142  -0.23
S: 2.509 2.800 4.091  0.83
O: 2.447 3.200 2.652  -0.63
C: 1.718 4.082 5.023  -0.27
H: 1.194 0.785 3.447  0.03
H: 0.294 2.280 3.835  0.02
H: 0.840 1.182 5.112  0.06
H: 1.476 3.804 6.044  0.06
H: 0.933 4.506 4.388  0.05
H: 2.397 4.943 5.047  0.06

Cartesian forces, eV/Å:
Tl 0.495 0.503 0.157
P -0.131 -1.825 0.111
O -0.475 0.297 0.045
O 0.193 -0.153 -0.093
O -0.273 -0.346 -0.256
O 0.428 1.516 0.334
C 0.245 0.658 -1.718
C 0.972 -0.949 1.342
C 0.619 -1.184 0.862
O -0.108 0.123 -0.083
C 0.103 1.471 0.902
O -0.028 -0.810 -0.648
O 0.200 -0.312 -0.807
H 0.169 -0.132 0.106
H -0.019 0.031 0.057
H -0.450 -0.052 0.389
H -0.889 0.225 0.026
H -0.089 0.187 -0.395
H -0.482 0.723 -0.122
C -0.532 -0.528 0.048
C -0.348 0.546 0.598
C 0.680 -0.639 -1.452
O 0.354 -0.392 -0.205
C -1.374 0.427 1.481
O 0.398 -0.055 -0.162
O 1.077 -0.087 -1.303
H 0.077 0.223 0.054
H -0.155 0.092 -0.116
H 0.133 -0.039 -0.215
H -0.080 0.153 0.505
H -0.158 0.118 0.451
H -0.131 0.360 0.278
C 0.678 0.126 0.817
C -0.758 -0.434 -0.293
C 0.223 0.827 -1.121
O -0.178 -0.607 0.493
C -0.948 -0.339 -0.554
O 0.413 -0.001 0.307
O 0.859 0.392 0.156
H -0.225 -0.044 -0.125
H 0.276 0.022 -0.196
H -0.133 0.141 -0.326
H -0.130 0.257 0.382
H -0.337 -0.192 -0.084
H 0.085 -0.131 0.416
C 0.140 0.462 -0.609
S -1.305 -0.400 0.177
O 0.682 -0.848 0.275
C -0.548 0.682 -0.006
H 0.002 0.269 0.531
H 0.137 0.123 0.129
H 0.298 0.001 0.109
H 0.009 -0.152 -0.193
H 0.117 -0.347 -0.354
H 0.407 0.196 -0.266
C 0.166 -0.355 -0.222
S -1.417 -0.148 0.896
O 0.366 0.131 -0.077
C 0.664 0.074 -0.792
H 0.010 0.145 -0.030
H 0.011 0.081 0.104
H -0.030 0.009 0.007
H -0.155 -0.085 0.096
H 0.216 0.149 0.066
H 0.158 -0.032 0.037
C -0.985 -0.679 -0.400
S -0.242 -1.170 2.075
O 0.289 0.480 -0.926
C 0.206 0.527 -1.379
H 0.344 0.128 0.115
H 0.025 0.080 0.006
H 0.089 0.120 0.072
H 0.854 -0.462 0.205
H -0.734 0.497 0.385
H 0.161 0.390 0.010
C 0.296 -0.673 0.471
S 0.274 1.197 -1.170
O -0.859 -0.330 0.589
C -0.280 0.010 1.801
H 0.004 -0.107 -0.208
H 0.165 0.247 -0.362
H -0.152 -0.126 -0.183
H -0.045 0.119 -0.247
H 0.168 -0.270 -0.633
H 0.308 -0.076 -0.073
C -0.428 0.423 0.640
S -0.586 -1.433 -0.559
O 0.442 0.333 0.246
C 0.240 1.484 -0.499
H 0.443 0.302 -0.305
H -0.130 -0.301 -0.265
H 0.389 0.305 0.196
H -0.288 -0.154 -0.094
H -0.536 -0.610 0.332
H 0.391 -0.371 0.241

## Properties
Frontier orbital gap, eV: 3.74
E_LUMO, Ha: -0.1997
Relative energy (zero: lowest compared OMol25 entry of this formula, charge and spin), kJ/mol: 0.0
DFT total energy, hartree: -4725.9863
Max |F|, eV Å⁻¹: 2.4
E_HOMO, Ha: -0.3372



No. 2
The ion C25H24FN2O2 with charge +1. Source: OMol25; level of theory: the ωB97M-V functional and the def2-TZVPD basis.

Each line ends with the natural charge from an NBO analysis.
Cartesian coordinates (Å):
C: -1.183 -2.792 2.162  -0.25
O: -0.998 -1.514 1.534  -0.53
C: -2.015 -0.624 1.421  0.35
C: -3.367 -0.944 1.603  -0.34
C: -4.272 0.108 1.715  -0.11
C: -3.845 1.435 1.731  -0.34
C: -2.472 1.719 1.563  0.35
O: -1.947 2.959 1.732  -0.51
C: -2.829 4.106 1.702  -0.26
C: -1.578 0.687 1.230  0.02
N: -0.154 0.937 1.251  -0.32
C: 0.465 1.487 2.380  -0.03
C: 1.781 1.308 2.239  -0.05
N: 1.970 0.603 1.058  -0.30
C: 3.269 0.120 0.640  -0.41
C: 0.799 0.425 0.429  0.52
C: 0.628 -0.055 -0.966  -0.34
C: 0.420 -1.570 -1.166  0.07
C: -0.893 -2.044 -1.095  -0.21
C: -1.159 -3.413 -1.083  -0.23
C: -0.107 -4.326 -1.225  -0.19
C: 1.167 -3.847 -1.528  -0.21
C: 1.405 -2.462 -1.581  -0.24
C: 1.586 0.635 -1.964  -0.05
C: 1.090 1.785 -2.578  -0.17
C: 1.910 2.590 -3.368  -0.27
C: 3.237 2.204 -3.541  0.41
F: 4.079 3.000 -4.276  -0.32
C: 3.718 0.996 -3.056  -0.26
C: 2.875 0.215 -2.262  -0.20
H: -0.168 -3.152 2.347  0.21
H: -1.756 -2.693 3.096  0.20
H: -1.689 -3.477 1.467  0.19
H: -3.666 -1.991 1.667  0.24
H: -5.329 -0.108 1.843  0.23
H: -4.549 2.261 1.884  0.24
H: -2.164 4.966 1.736  0.21
H: -3.409 4.113 0.773  0.19
H: -3.509 4.106 2.560  0.19
H: -0.094 1.990 3.142  0.26
H: 2.612 1.602 2.850  0.25
H: 3.161 -0.787 0.035  0.23
H: 3.833 0.886 0.089  0.24
H: 3.866 -0.122 1.527  0.23
H: -0.345 0.375 -1.180  0.25
H: -1.713 -1.317 -1.131  0.22
H: -2.193 -3.744 -0.964  0.22
H: -0.294 -5.398 -1.145  0.23
H: 1.978 -4.535 -1.771  0.23
H: 2.318 -2.110 -2.060  0.21
H: 0.031 2.015 -2.437  0.22
H: 1.501 3.466 -3.856  0.25
H: 4.719 0.648 -3.290  0.24
H: 3.283 -0.724 -1.884  0.21

Cartesian forces, eV/Å:
C -0.288 0.162 -0.336
O -0.029 0.032 0.182
C 0.154 -1.039 0.566
C 0.443 0.202 -0.222
C 0.132 0.086 -0.005
C 0.411 0.191 -0.122
C -0.701 0.480 -0.415
O -0.210 -0.028 -0.363
C 0.094 -0.464 -0.014
C -0.111 0.591 0.803
N 0.103 0.027 0.153
C -0.396 -0.102 -0.570
C 0.166 -0.475 -0.362
N -0.178 0.313 0.118
C 0.898 -0.148 -0.095
C 0.602 0.256 1.350
C -0.324 -0.631 -1.354
C -0.242 0.288 -0.653
C -0.057 -0.312 -0.082
C 0.127 0.237 -0.163
C -0.022 0.164 0.144
C -0.197 0.354 -0.212
C 0.097 -0.646 0.221
C -0.555 -0.024 0.524
C 0.275 0.069 -0.075
C -0.005 -0.322 0.125
C 0.294 0.368 -0.651
F -0.852 -0.740 0.674
C -0.311 0.010 0.076
C 0.629 0.118 -0.268
H -0.304 0.006 0.060
H 0.218 -0.016 -0.252
H 0.093 0.114 0.297
H 0.004 0.382 0.055
H 0.150 0.035 -0.017
H 0.328 -0.545 -0.037
H -0.121 -0.045 0.038
H 0.108 -0.001 0.118
H 0.197 0.022 -0.093
H -0.172 -0.022 0.087
H 0.069 -0.024 0.119
H 0.007 0.373 0.395
H -0.362 -0.253 0.023
H -0.357 -0.030 -0.083
H -0.343 0.046 -0.305
H 0.235 -0.348 0.453
H 0.339 -0.033 -0.162
H 0.060 0.305 -0.108
H -0.280 0.164 0.012
H -0.199 -0.337 0.675
H 0.381 0.239 -0.080
H 0.228 0.039 0.029
H -0.120 0.232 0.007
H -0.104 0.680 -0.202

## Properties
Frontier orbital gap, eV: 9.10
SMILES string: COc1cccc(OC)c1-n1cc[n+](C)c1[C@H](c1ccccc1)c1ccc(F)cc1
E_LUMO, Ha: -0.0897
DFT total energy, hartree: -1326.6511
Charge: +1
Max |F|, eV Å⁻¹: 1.5
E_HOMO, Ha: -0.4240



> The lowest max |F| belongs to which entry?

C25H24FN2O2



> What is the formula in the second record?

C25H24FN2O2